# 1
58
Properties=species:S:1:pos:R:3 method="wB97M-V/def2-TZVPD" energy_ev=-54503.357 charge=+3 orbital_gap_ha=0.2651
Pt 0.3932 -0.4018 -0.1862
C 4.0336 -0.9108 2.1589
C 3.6510 -0.3469 3.3631
C 2.3760 0.1944 3.4810
C 1.5107 0.1404 2.4092
N 1.8887 -0.4438 1.2347
C 3.1288 -0.9358 1.1130
C 0.1413 0.6892 2.4341
C -0.5297 1.2287 3.5158
C -1.8534 1.6211 3.3472
C -2.4957 1.4546 2.1264
C -1.7844 0.9103 1.0712
N -0.4947 0.5942 1.2591
C -2.2933 0.5961 -0.2814
C -3.5795 0.8776 -0.6908
C -3.9770 0.5546 -1.9842
C -3.0613 -0.0288 -2.8421
C -1.7844 -0.2887 -2.3778
N -1.4062 0.0022 -1.1306
H 5.0182 -1.3358 2.0180
H 4.3349 -0.3168 4.2016
H 2.0637 0.6543 4.4080
H 3.4039 -1.3615 0.1580
H -0.0505 1.3245 4.4795
H -2.3982 2.0373 4.1847
H -3.5353 1.7266 2.0165
H -4.2763 1.3452 -0.0101
H -4.9861 0.7650 -2.3139
H -3.3191 -0.2861 -3.8600
H -1.0579 -0.7264 -3.0505
C 2.5476 4.1649 0.9108
C 2.5151 2.9332 0.0578
C 1.3509 2.5048 -0.5698
C 1.3306 1.3628 -1.4044
C 2.5469 0.6632 -1.5972
C 3.7150 1.0692 -0.9987
C 3.6909 2.2143 -0.1990
S 2.5245 -0.8243 -2.5543
O 3.6935 -1.5722 -2.2586
O 1.9953 -0.5933 -3.8468
N 1.1683 -1.6432 -1.7022
C 1.3747 -3.1304 -1.4086
C 1.1722 -3.5272 0.0420
C -0.1723 -3.1982 0.6464
O -0.8928 -3.9618 1.1742
O -0.6063 -1.8861 0.5933
H 1.5475 4.5333 1.1299
H 3.0906 4.9590 0.3941
H 3.0721 3.9808 1.8488
H 0.4429 3.0892 -0.4672
H 0.5632 1.3189 -2.1742
H 4.6339 0.5167 -1.1496
H 4.6207 2.5593 0.2405
H 0.4438 -1.6136 -2.4184
H 2.3835 -3.3906 -1.7239
H 0.6807 -3.6608 -2.0585
H 1.9503 -3.1065 0.6741
H 1.2819 -4.6100 0.1072

# 2
22
Properties=species:S:1:pos:R:3 method="wB97M-V/def2-TZVPD" energy_ev=-8963.069 smiles=CNCC(C)C.O de_lowest_kcal_mol=75.9 orbital_gap_ha=0.3499
C -2.4429 -1.1203 -0.1638
N -1.4521 -0.4247 0.6359
C -0.1298 -0.0459 0.0183
C 1.1451 -0.7855 0.4710
C 1.4245 -0.5662 2.0153
C 2.2433 -0.1314 -0.2925
H -2.1740 -2.2464 -0.5420
H -3.4182 -1.0978 0.3159
H -2.6767 -0.7889 -1.2110
H -1.2590 -1.0068 1.5181
H -0.2765 -0.1312 -1.1329
H -0.1217 1.0784 0.5107
H 1.1785 -1.9062 0.0596
H 2.3433 -0.6106 2.2149
H 0.9522 0.3834 2.3131
H 0.8502 -1.3208 2.4521
H 2.6035 0.7572 0.1829
H 3.1370 -0.9401 -0.3229
H 2.1175 0.0298 -1.3348
O -0.7166 2.7374 -2.2143
H -0.1410 2.2874 -2.7373
H -0.6593 2.4818 -1.3132